Record 1
{
  "formula": "CHFN2OS",
  "method": "wB97M-V/def2-TZVPD",
  "species": ["N", "C", "S", "N", "O", "F", "H"],
  "xyz": [[-1.838, -1.498, 0.154], [-1.137, -0.711, -0.290], [0.146, 0.479, -0.288], [1.479, -0.194, 0.025], [0.290, 1.510, -1.257], [-0.335, 1.442, 0.951], [1.394, -1.028, 0.704]],
  "mulliken_charge": [-0.2305, 0.2338, 1.0206, -0.5489, -0.5066, -0.2418, 0.2734],
  "gap_ev": 10.557,
  "e_above_lowest_ev": 1.876,
  "lumo_ev": -1.04,
  "homo_energy_ev": -11.5965
}

Record 2
{
  "formula": "C10H26Br4Mn2N6O16S",
  "method": "wB97M-V/def2-TZVPD",
  "species": ["Mn", "Mn", "S", "O", "O", "O", "O", "Br", "C", "C", "Br", "H", "H", "H", "H", "Br", "C", "C", "Br", "H", "H", "H", "H", "C", "N", "O", "O", "H", "H", "H", "C", "N", "O", "O", "H", "H", "H", "C", "N", "O", "O", "H", "H", "H", "C", "N", "O", "O", "H", "H", "H", "C", "N", "O", "O", "H", "H", "H", "C", "N", "O", "O", "H", "H", "H"],
  "xyz": [[-1.099, 0.094, -2.677], [1.660, -1.869, 1.414], [0.571, -0.846, -0.787], [0.089, 0.539, -0.994], [0.036, -1.474, -2.018], [2.012, -0.961, -0.501], [-0.054, -1.427, 0.414], [3.196, 2.215, 0.877], [4.677, 1.311, -0.056], [5.633, 0.766, 0.975], [7.069, -0.145, 0.044], [5.083, 2.065, -0.723], [4.216, 0.545, -0.673], [5.161, 0.015, 1.602], [5.978, 1.572, 1.617], [-3.442, -3.826, 1.802], [-3.239, -4.404, -0.075], [-2.155, -3.592, -0.737], [-2.196, -4.163, -2.643], [-4.228, -4.413, -0.515], [-2.897, -5.437, -0.040], [-1.168, -3.807, -0.351], [-2.349, -2.526, -0.759], [-1.336, -2.511, 4.529], [-0.062, -3.098, 4.043], [0.595, -3.711, 4.828], [0.285, -2.940, 2.859], [-1.758, -1.949, 3.702], [-1.118, -1.860, 5.368], [-2.009, -3.318, 4.806], [0.891, 4.424, -1.261], [2.163, 5.192, -1.347], [2.061, 6.395, -1.412], [3.197, 4.569, -1.276], [0.075, 5.139, -1.273], [0.897, 3.983, -0.264], [0.853, 3.655, -2.023], [-3.702, 3.242, -2.576], [-2.288, 3.218, -2.973], [-1.840, 4.170, -3.524], [-1.590, 2.201, -2.761], [-3.797, 2.642, -1.668], [-4.361, 2.893, -3.364], [-3.988, 4.234, -2.231], [1.657, -3.148, -4.076], [1.115, -2.263, -5.143], [0.095, -1.622, -4.899], [1.683, -2.236, -6.197], [2.211, -3.954, -4.545], [0.792, -3.568, -3.570], [2.279, -2.554, -3.414], [0.467, 2.060, 3.302], [0.684, 0.580, 3.305], [0.359, -0.061, 4.255], [1.266, 0.112, 2.319], [-0.451, 2.307, 3.821], [0.408, 2.333, 2.252], [1.375, 2.465, 3.745], [-2.579, 0.413, 1.052], [-3.126, 0.368, 2.412], [-4.101, -0.313, 2.611], [-2.520, 1.000, 3.267], [-1.777, 1.141, 0.981], [-3.358, 0.713, 0.350], [-2.202, -0.574, 0.793]],
  "mulliken_charge": [1.1089, 0.9937, 1.9464, -0.5229, -0.5054, -0.8058, -0.2618, -0.1321, -0.5566, -0.5274, -0.1187, 0.4343, 0.2510, 0.2206, 0.4241, -0.1738, -0.6147, -0.1678, -0.1472, 0.4474, 0.4190, 0.2388, -0.0079, -0.5414, 0.8683, -0.4577, -0.5342, 0.0222, 0.3039, 0.3189, -0.4518, 0.9423, -0.5355, -0.5318, 0.3116, 0.0236, 0.2161, -0.6890, 0.6562, -0.3046, -0.4385, 0.1805, 0.3290, 0.3445, -0.4863, 0.8448, -0.5319, -0.4551, 0.3372, 0.0939, 0.1801, -0.7931, 0.9234, -0.4527, -0.3219, 0.2893, 0.1592, 0.3764, -0.5138, 0.9251, -0.4979, -0.5175, 0.1773, 0.2696, 0.0192],
  "gap_ev": [6.973, 6.481],
  "s2": 30.0060,
  "charge": 2,
  "lumo_ev": [-7.39, -7.89],
  "multiplicity": 11,
  "homo_energy_ev": [-14.3680, -14.3679]
}

Record 3
{
  "formula": "C6H5O3Sr",
  "method": "wB97M-V/def2-TZVPD",
  "species": ["O", "C", "O", "C", "O", "Sr", "C", "C", "H", "H", "H", "C", "C", "H", "H"],
  "xyz": [[0.612, -0.662, -0.565], [1.032, -1.680, -0.980], [-2.562, 3.036, 0.727], [-3.100, 4.002, 1.112], [-3.635, 4.941, 1.480], [-1.256, 1.170, -0.055], [1.586, -2.756, -1.456], [1.735, -4.041, -0.695], [1.942, -2.671, -2.488], [1.799, -4.917, -1.380], [0.873, -4.311, -0.061], [2.911, -4.155, 0.155], [4.098, -4.532, -0.054], [4.433, -3.666, 0.737], [4.416, -5.554, -0.294]],
  "mulliken_charge": [-0.4295, 0.5375, -0.5097, 0.4968, -0.1326, 2.1757, -0.5166, -0.3911, 0.3986, 0.3725, 0.4109, 0.1399, -0.2789, 0.3334, 0.3933],
  "gap_ev": 8.370,
  "charge": 3,
  "lumo_ev": -12.17,
  "homo_energy_ev": -20.5401
}

Record 4
{
  "formula": "C6H10N",
  "method": "wB97M-V/def2-TZVPD",
  "species": ["C", "C", "C", "C", "C", "C", "N", "H", "H", "H", "H", "H", "H", "H", "H", "H", "H"],
  "xyz": [[2.480, -0.165, -0.063], [-3.417, -0.090, -0.682], [-2.716, 0.206, 0.418], [3.725, 0.406, -0.341], [-1.148, 0.225, 0.572], [0.163, -1.181, 0.208], [1.372, -0.547, -0.024], [-4.422, 0.263, -0.704], [-2.867, -0.408, -1.512], [3.611, 1.416, -0.072], [4.515, -0.030, 0.186], [3.962, 0.399, -1.336], [-0.761, 0.397, 1.578], [-0.911, 1.106, -0.125], [-3.233, 0.537, 1.348], [-0.275, -1.398, -0.810], [0.090, -1.815, 0.959]],
  "mulliken_charge": [0.5947, -0.7263, -0.0308, -1.1134, -0.7004, -0.5587, 0.1098, 0.2936, 0.2849, 0.3285, 0.3517, 0.3556, 0.4048, 0.3564, 0.2865, 0.3200, 0.4432],
  "gap_ev": 9.075,
  "e_above_lowest_ev": 3.083,
  "charge": 1,
  "lumo_ev": -4.03,
  "homo_energy_ev": -13.1021
}

Record 5
{
  "formula": "C4H8O4",
  "method": "wB97M-V/def2-TZVPD",
  "species": ["C", "C", "C", "C", "H", "H", "H", "H", "H", "H", "H", "H", "O", "O", "O", "O"],
  "xyz": [[0.647, 0.049, -0.919], [-0.174, 1.141, 0.092], [-1.090, -0.001, 0.388], [-0.051, -0.973, 0.069], [2.806, 0.510, -0.468], [0.224, -0.240, -1.957], [-0.827, 1.972, -0.465], [0.365, 0.585, 1.720], [-1.585, 0.189, 1.303], [-2.360, 0.674, -1.626], [-0.397, -1.981, -0.368], [1.551, -1.933, 1.247], [2.016, -0.037, -0.961], [0.575, 1.445, 1.127], [-2.268, -0.229, -0.438], [0.568, -1.172, 1.255]],
  "mulliken_charge": [0.2425, -0.2383, -0.3536, 0.0661, 0.3667, 0.2242, 0.1569, 0.4047, 0.4585, 0.3223, 0.3916, 0.3774, -0.6244, -0.5055, -0.6222, -0.6668],
  "gap_ev": 8.420,
  "e_above_lowest_ev": 9.309,
  "lumo_ev": -0.45,
  "homo_energy_ev": -8.8731
}

Record 6
{
  "formula": "CH5N5OP",
  "method": "wB97M-V/def2-TZVPD",
  "species": ["N", "P", "O", "N", "N", "N", "C", "N", "H", "H", "H", "H", "H"],
  "xyz": [[2.007, -1.013, 0.359], [1.186, 0.343, -0.458], [1.863, 1.879, 0.123], [-0.528, 0.248, 0.138], [-1.013, 0.670, 1.368], [-2.383, 0.329, 1.314], [-2.693, -0.320, -0.051], [-1.378, -0.318, -0.799], [2.208, -1.817, -0.276], [2.839, -0.717, 0.917], [2.694, 2.106, -0.419], [-3.701, -0.750, -0.464], [-1.102, -0.640, -1.753]],
  "mulliken_charge": [-0.5366, 0.3207, -0.5070, 0.6122, -0.1321, -0.2044, 0.0301, -0.2422, 0.2936, 0.2802, 0.3721, 0.3660, 0.3474],
  "gap_ev": 7.999,
  "charge": 1,
  "lumo_ev": -5.69,
  "homo_energy_ev": -13.6902
}

| no. | E (eV) |
| --- | --- |
| 1 | -19630.064 |
| 2 | -406107.680 |
| 3 | -13248.181 |
| 4 | -7863.266 |
| 5 | -12459.851 |
| 6 | -19893.469 |